Entry from OMol25: a molecular structure, C33H44AgN3OP3 (the ωB97M-V functional and the def2-TZVPD basis).

Geometry (Å):
Ag1 -0.044 -0.318 -0.158
C1 2.722 -0.145 2.988
C2 2.844 -0.807 1.606
P1 2.346 0.164 0.116
C3 3.680 -0.031 -1.095
C4 5.015 -0.237 -0.756
C5 5.980 -0.344 -1.746
C6 5.619 -0.241 -3.082
C7 4.292 -0.036 -3.429
C8 3.326 0.059 -2.439
C9 2.415 1.916 0.607
C10 3.603 2.491 1.055
C11 3.637 3.811 1.474
C12 2.480 4.580 1.433
C13 1.298 4.027 0.962
C14 1.267 2.700 0.552
C15 1.352 0.440 3.396
P2 -0.092 -0.343 2.582
C16 -0.127 -2.010 3.325
C17 -0.038 -3.130 2.508
C18 -0.021 -4.410 3.048
C19 -0.103 -4.578 4.421
C20 -0.197 -3.467 5.252
C21 -0.206 -2.195 4.707
C22 -1.522 0.506 3.313
C23 -2.694 -0.189 3.601
C24 -3.829 0.487 4.023
C25 -3.807 1.867 4.165
C26 -2.644 2.567 3.881
C27 -1.510 1.893 3.453
H1 3.466 0.647 3.078
H2 3.003 -0.904 3.722
H3 2.227 -1.708 1.580
H4 3.869 -1.158 1.463
H5 5.318 -0.319 0.281
H6 7.013 -0.510 -1.474
H7 6.372 -0.328 -3.853
H8 4.006 0.040 -4.469
H9 2.287 0.202 -2.711
H10 4.519 1.911 1.074
H11 4.565 4.241 1.824
H12 2.507 5.612 1.755
H13 0.398 4.624 0.909
H14 0.326 2.287 0.193
H15 1.311 1.504 3.154
H16 1.219 0.360 4.478
H17 0.018 -3.006 1.427
H18 0.058 -5.270 2.398
H19 -0.096 -5.572 4.846
H20 -0.263 -3.597 6.323
H21 -0.287 -1.337 5.363
H22 -2.724 -1.268 3.511
H23 -4.729 -0.069 4.252
H24 -4.690 2.393 4.501
H25 -2.616 3.643 3.993
H26 -0.617 2.462 3.226
C28 -2.733 -2.345 0.201
N1 -2.170 -1.714 -1.000
C29 -1.886 -2.696 -2.050
P3 -2.733 -0.157 -1.327
O1 -2.108 0.804 -0.357
N2 -2.229 0.161 -2.865
C30 -1.431 1.350 -3.151
C31 -3.038 -0.269 -3.997
N3 -4.359 -0.159 -1.158
C32 -5.226 -1.194 -1.696
C33 -5.060 1.031 -0.692
H27 -2.043 -3.117 0.542
H28 -3.704 -2.805 -0.001
H29 -2.846 -1.606 0.994
H30 -1.200 -3.441 -1.646
H31 -1.403 -2.210 -2.893
H32 -2.788 -3.216 -2.385
H33 -0.868 1.652 -2.271
H34 -2.068 2.185 -3.458
H35 -0.734 1.128 -3.962
H36 -3.538 -1.214 -3.794
H37 -2.393 -0.424 -4.864
H38 -3.796 0.476 -4.257
H39 -4.664 -2.099 -1.917
H40 -5.727 -0.869 -2.612
H41 -5.992 -1.453 -0.961
H42 -4.350 1.744 -0.283
H43 -5.766 0.748 0.092
H44 -5.617 1.497 -1.509

Values from the calculation:
- charge = +1
- E (a.u.) = -2694.3296
- lowest unoccupied orbital energy (eV) = -1.773
- energy above the lowest of the compared OMol25 structures with the same formula, charge and spin (kcal/mol) = 0.0



Entry from OMol25: a molecular structure, C33H44Br2GeN7O5Tl (the ωB97M-V functional and the def2-TZVPD basis).

Geometry (Å):
Tl1 -0.059 -0.861 -1.469
Br1 -1.629 -2.459 -6.507
C1 -0.201 -3.248 -5.532
C2 0.692 -4.081 -6.185
C3 1.709 -4.673 -5.475
Br2 2.919 -5.831 -6.399
C4 1.863 -4.455 -4.094
C5 2.846 -5.066 -3.291
C6 2.903 -4.794 -1.951
C7 1.982 -3.881 -1.419
N1 1.061 -3.293 -2.136
C8 0.957 -3.566 -3.447
C9 -0.123 -2.927 -4.168
O1 -0.948 -2.139 -3.600
H1 0.579 -4.262 -7.244
H2 3.540 -5.758 -3.746
H3 3.631 -5.267 -1.309
H4 1.995 -3.628 -0.367
C10 -4.301 -2.965 0.387
C11 -3.114 -2.098 0.095
N2 -2.428 -2.145 -0.980
O2 -2.769 -3.022 -1.957
C12 -2.720 -1.061 1.055
C13 -3.734 -0.606 2.055
N3 -1.529 -0.615 0.962
O3 -1.170 0.450 1.778
H5 -4.437 -3.654 -0.444
H6 -5.202 -2.366 0.509
H7 -4.146 -3.536 1.301
H8 -2.128 -2.772 -2.697
H9 -3.985 -1.434 2.717
H10 -4.636 -0.275 1.544
H11 -3.331 0.215 2.643
C14 0.804 -3.718 4.289
C15 1.671 -2.497 4.577
C16 2.317 -1.886 3.333
C17 1.321 -1.289 2.344
Ge1 0.168 0.216 2.999
C18 0.936 2.066 2.972
C19 1.532 2.587 4.281
C20 0.550 3.440 5.082
C21 -0.691 2.672 5.515
H12 0.495 -4.181 5.225
H13 1.357 -4.458 3.713
H14 -0.090 -3.443 3.732
H15 2.461 -2.783 5.275
H16 1.062 -1.735 5.070
H17 2.896 -2.657 2.816
H18 3.023 -1.114 3.652
H19 0.652 -2.062 1.966
H20 1.859 -0.890 1.479
H21 -0.644 -0.141 4.257
H22 0.151 2.740 2.622
H23 1.708 2.051 2.199
H24 2.408 3.201 4.060
H25 1.867 1.750 4.900
H26 0.258 4.305 4.481
H27 1.059 3.816 5.972
H28 -1.257 2.326 4.649
H29 -1.336 3.308 6.117
H30 -0.408 1.805 6.109
O4 0.846 5.818 -0.104
C22 -0.542 5.934 0.126
N4 -1.162 4.700 -0.252
C23 -2.173 4.630 -1.159
O5 -2.686 5.609 -1.654
C24 -2.615 3.234 -1.454
C25 -3.967 2.904 -1.443
C26 -4.340 1.616 -1.783
C27 -3.351 0.697 -2.107
N5 -2.062 1.001 -2.100
C28 -1.704 2.240 -1.802
H31 1.242 6.695 -0.111
H32 -0.996 6.723 -0.487
H33 -0.735 6.137 1.194
H34 -0.768 3.856 0.131
H35 -4.694 3.654 -1.171
H36 -5.380 1.336 -1.800
H37 -3.605 -0.314 -2.386
H38 -0.646 2.456 -1.880
N6 1.838 2.575 -0.793
C29 2.476 2.092 -1.898
C30 3.463 2.836 -2.561
C31 4.156 2.237 -3.591
C32 3.843 0.929 -3.954
C33 2.827 0.290 -3.273
N7 2.162 0.852 -2.271
H39 1.789 3.571 -0.650
H40 1.085 2.004 -0.444
H41 3.667 3.849 -2.255
H42 4.932 2.779 -4.111
H43 4.372 0.425 -4.746
H44 2.516 -0.716 -3.529

Values from the calculation:
- E (a.u.) = -9440.7807
- lowest unoccupied orbital energy (eV) = 0.237
- energy above the lowest of the compared OMol25 structures with the same formula, charge and spin (kcal/mol) = 0.0



Max |F|, record by record: 0.8; 1.1 eV/Å